Below is a molecular structure, C33H24N7O7ReS2, with properties calculated with ωB97M-V with the def2-TZVPD basis set.

Calculated values
Multiplicity = 4
Net charge = +1
HOMO (alpha / beta) = -10.46 / -10.88 eV
Energy above the lowest of the compared OMol25 structures with the same formula, charge and spin = 16.73 kcal per mole
<S²> = 3.77
HOMO-LUMO gap (alpha / beta) = 6.050 / 5.935 eV

XYZ file:
```
74
Properties=species:S:1:pos:R:3:forces:R:3:mulliken_spin:R:1
Re -0.563476 -0.611851 0.142255 -0.5 0.8 -0.5 2.334
C -1.062624 3.278183 -1.915013 -0.1 0.0 0.0 -0.007
C -1.115609 2.162893 -0.911337 0.2 0.0 -0.1 -0.005
N -0.378396 1.091579 -1.117415 -0.1 -0.1 0.2 0.054
N 0.336493 1.163427 -2.309078 -0.2 -0.1 -0.1 -0.004
C 1.191551 0.247157 -2.587886 0.1 -0.1 0.0 -0.029
S 1.701282 -1.094217 -1.634497 -0.1 0.0 0.2 0.250
S 2.045265 0.363370 -4.123769 0.0 0.2 0.0 0.006
C 2.104045 2.179373 -4.360965 0.0 -0.1 0.0 0.003
C 3.157075 2.802360 -3.485870 -0.1 -0.1 0.1 0.000
C 4.477551 2.881190 -3.914293 0.0 0.0 0.0 0.000
C 5.464251 3.378431 -3.075641 0.0 0.0 0.0 0.000
C 5.142771 3.802002 -1.793416 0.0 0.0 0.0 0.000
C 3.826292 3.735103 -1.358816 0.0 0.0 0.0 0.000
C 2.839907 3.236400 -2.199958 0.1 0.1 0.0 0.001
C -1.957331 2.339724 0.263660 0.0 0.1 -0.1 0.043
C -3.040857 3.235909 0.222358 0.0 0.0 -0.1 -0.003
C -3.791705 3.505818 1.339973 0.0 0.0 0.1 0.010
C -3.448342 2.910830 2.555153 0.0 0.0 0.0 0.006
C -2.405761 2.012785 2.618229 0.0 -0.1 0.2 0.007
C -1.691095 1.685973 1.472101 0.1 -0.1 0.0 0.063
O -0.726786 0.752085 1.559430 0.1 -0.3 -0.2 0.072
H -0.033732 3.476486 -2.198525 -0.1 0.0 0.0 0.002
H -1.505667 4.183772 -1.519466 0.0 0.0 0.0 0.000
H -1.582468 2.978374 -2.828574 0.0 0.0 0.0 0.001
H 1.110732 2.569559 -4.159424 0.0 0.0 -0.1 0.000
H 2.329222 2.294257 -5.420233 0.0 0.1 0.0 0.000
H 4.736531 2.545713 -4.912144 0.0 0.0 0.0 0.000
H 6.487811 3.433513 -3.423352 0.0 0.0 0.0 0.000
H 5.913450 4.189097 -1.139156 0.0 0.0 0.0 0.000
H 3.563115 4.081759 -0.366045 0.0 0.0 0.0 0.000
H 1.811974 3.189249 -1.861588 0.2 0.0 0.0 0.000
H -3.315961 3.693307 -0.717651 0.0 0.0 0.0 0.000
H -4.637058 4.176368 1.278461 0.0 0.0 0.0 0.001
H -4.013354 3.143048 3.448479 0.0 0.0 0.0 0.001
H -2.147278 1.504302 3.538512 0.0 0.1 0.0 -0.001
O -5.072982 -2.912074 -3.028223 0.0 -0.1 -0.1 0.000
C -3.950754 -3.540568 -3.340911 0.0 0.0 0.0 0.000
O -3.904049 -4.473863 -4.093295 0.0 0.0 0.0 0.001
C -2.690001 -3.056527 -2.696845 -0.1 0.0 0.0 0.003
C -1.446112 -3.602649 -2.959762 0.0 0.0 -0.1 0.019
N -0.553249 -2.964505 -2.200233 0.0 -0.2 0.0 0.001
N -1.130788 -2.024306 -1.448061 0.0 -0.1 0.0 0.047
C -2.429516 -2.068587 -1.747806 0.1 0.0 0.0 -0.007
C -3.260906 -1.070910 -1.040388 0.0 0.1 0.1 0.024
O -4.449984 -0.962999 -1.243273 -0.1 0.1 0.1 0.030
O -2.575137 -0.358530 -0.184809 0.3 -0.3 0.1 0.016
H -4.935258 -2.169362 -2.399045 0.0 0.1 0.0 -0.001
H -1.177898 -4.385980 -3.650255 0.0 0.0 0.0 0.000
H 0.459450 -3.029992 -2.198564 0.0 0.1 0.0 -0.008
O -0.315827 -4.597470 6.096716 0.0 0.0 0.0 0.000
N 0.658309 -3.889656 5.953404 0.0 0.0 -0.1 0.000
O 1.559973 -3.785696 6.747265 0.1 0.0 0.1 0.001
C 0.762916 -3.096634 4.698818 -0.1 -0.1 0.0 0.000
C 1.888224 -2.375553 4.558447 0.2 0.1 0.0 -0.003
C 2.121704 -1.584591 3.393325 0.1 0.0 0.1 -0.005
C 3.288392 -0.819586 3.207309 0.0 0.0 0.1 0.010
C 3.407379 -0.062821 2.075313 0.0 0.0 0.0 0.001
C 2.376023 -0.072652 1.130261 -0.1 0.0 0.0 0.002
N 1.284533 -0.811512 1.271637 0.2 0.0 0.4 0.010
C 1.151426 -1.552022 2.402006 0.0 0.1 -0.1 0.042
C -0.056253 -2.304843 2.563751 -0.1 0.0 -0.1 -0.008
N -0.965678 -2.183378 1.556852 0.0 0.1 0.2 -0.033
C -2.115008 -2.836977 1.642701 0.1 0.0 -0.1 0.028
C -2.419818 -3.643851 2.732859 0.0 0.0 0.0 -0.009
C -1.520266 -3.773509 3.758285 0.0 0.0 0.0 0.026
C -0.282138 -3.093466 3.697144 -0.1 -0.1 0.1 -0.005
H 2.624404 -2.390131 5.350557 0.0 0.0 0.0 0.000
H 4.064950 -0.835400 3.962066 0.0 0.0 0.0 0.000
H 4.279413 0.547862 1.890755 0.0 0.0 0.0 0.000
H 2.442884 0.526791 0.234879 0.0 0.0 0.0 0.006
H -2.815053 -2.719677 0.829045 0.0 0.0 0.0 0.005
H -3.372502 -4.152720 2.763790 0.0 0.0 0.0 0.001
H -1.752653 -4.389018 4.609800 0.0 0.0 0.0 0.000
```
Positions in Å, forces in eV/Å.